Computed, not measured: a 2-piece molecular cluster, C2H6OS2 overall at a distorted geometry, with ωB97M-V/def2-TZVPD.

Structure (XYZ):
```
11
Properties=species:S:1:pos:R:3:forces:R:3:mulliken_charge:R:1
S -1.636 0.666 0.678 -0.3 -1.1 0.2 -0.216
S -0.864 -1.293 0.900 -0.3 0.5 0.4 -0.145
H -2.764 0.172 0.128 0.1 0.4 -0.1 0.180
H 0.309 -1.067 0.315 0.2 0.1 -0.3 0.191
C 0.765 0.978 -1.533 0.8 -0.9 -2.2 -0.633
C 1.677 0.693 -0.622 -0.5 -0.2 0.8 -0.079
O 2.606 -0.302 -0.781 0.1 0.2 -0.2 -0.439
H 0.006 1.718 -1.704 0.0 0.2 1.0 0.289
H 0.913 0.351 -2.443 -0.3 0.5 0.4 0.117
H 1.695 1.041 0.407 0.1 0.3 -0.2 0.448
H 2.701 -0.479 -1.728 -0.1 -0.1 0.2 0.288
```
Positions in Å, forces in eV/Å.

As for the HOMO-LUMO gap: 9.095 eV. The value obtained for the highest occupied orbital energy is -8.83 eV. For the total energy, the calculation gives -25887.79032 eV. The largest force on an atom comes out at 2.6 eV Å⁻¹. The spin multiplicity is 1. Its LUMO energy is 0.00972 Eh. The relative energy (zero: lowest compared OMol25 entry of this formula, charge and spin) comes out at 87.4 kJ/mol.



Computed, not measured: a 2-piece molecular cluster, C2H6OS2 overall at a distorted geometry, with ωB97M-V/def2-TZVPD.

Structure (XYZ):
```
11
Properties=species:S:1:pos:R:3:forces:R:3:mulliken_charge:R:1
O -0.722 2.364 0.583 -1.9 -1.2 -2.2 -0.392
C -1.656 1.763 0.042 0.4 0.1 2.7 -0.180
H -2.452 1.335 0.825 1.0 0.6 -1.8 0.276
H -1.813 1.516 -1.070 0.5 0.7 1.4 0.288
C 1.837 0.400 -0.044 -2.6 -0.9 0.3 -0.742
S 0.468 -0.510 -0.970 0.8 -0.4 1.0 -0.118
S -0.214 -1.709 0.622 -0.8 1.3 -0.8 -0.203
H 2.711 -0.102 -0.289 1.8 -0.6 -0.5 0.343
H 1.758 1.400 -0.421 0.3 0.6 0.4 0.268
H 1.613 0.215 1.028 0.1 0.8 -0.7 0.296
H -1.188 -0.760 0.838 0.4 -1.0 0.4 0.164
```
Positions in Å, forces in eV/Å.

As for the HOMO-LUMO gap: 9.504 eV. The value obtained for the highest occupied orbital energy is -9.13 eV. For the total energy, the calculation gives -25887.68422 eV. The largest force on an atom comes out at 3.2 eV Å⁻¹. The spin multiplicity is 1. Its LUMO energy is 0.01377 Eh. The relative energy (zero: lowest compared OMol25 entry of this formula, charge and spin) comes out at 97.7 kJ/mol.



Computed, not measured: C2H6OS5 as an isolated structure at a distorted geometry, with ωB97M-V/def2-TZVPD.

Structure (XYZ):
```
14
Properties=species:S:1:pos:R:3:forces:R:3:mulliken_charge:R:1
C -0.898 2.070 1.209 2.2 -0.6 0.5 -0.395
C 0.803 -1.011 -2.319 -4.3 -2.5 3.4 -0.784
O 0.402 -2.715 0.041 0.1 -1.5 -0.7 -0.561
S -1.669 -0.920 0.954 0.4 0.6 0.3 -0.178
S -0.934 0.645 2.363 -0.8 0.3 0.0 0.194
S 1.089 -0.064 -0.785 0.4 -0.2 -0.3 -0.037
S 0.932 0.274 2.679 0.6 1.0 1.0 -0.274
S 0.424 -1.424 0.682 -0.6 -0.3 -0.5 0.490
H -0.197 2.839 1.603 -0.9 -0.4 0.2 0.298
H -1.848 2.397 0.894 -1.2 0.4 -0.1 0.328
H -0.347 1.624 0.400 -0.1 0.1 -0.7 0.008
H -0.083 -0.574 -2.798 0.4 -0.5 -0.1 0.248
H 0.688 -2.189 -2.086 -0.1 2.8 -0.2 0.283
H 1.637 -0.953 -2.838 3.9 0.6 -2.7 0.382
```
Positions in Å, forces in eV/Å.

As for the HOMO-LUMO gap (spin up / spin down): 7.568 / 7.567 eV. The value obtained for the highest occupied orbital energy (spin up / spin down) is -8.24 / -8.24 eV. For the total energy, the calculation gives -58392.70894 eV. The largest force on an atom comes out at 6.0 eV Å⁻¹. The spin multiplicity is 1. Its LUMO energy (spin up / spin down) is -0.02487 / -0.02488 Eh. The relative energy (zero: lowest compared OMol25 entry of this formula, charge and spin) comes out at 18.1 kJ/mol.



Computed, not measured: C2H6P5 as an isolated structure at a distorted geometry, with ωB97M-V/def2-TZVPD.

Structure (XYZ):
```
13
Properties=species:S:1:pos:R:3:forces:R:3:mulliken_charge:R:1
C 1.185 2.555 1.465 0.9 0.5 -3.1 -0.627
C -0.904 -2.150 -0.079 2.3 -0.4 -3.0 -0.968
P -3.205 -0.026 -2.493 0.8 0.2 -0.1 0.134
P -1.841 1.789 -2.420 -0.5 0.1 0.4 0.142
P -0.947 -0.156 -2.769 -1.2 -0.2 0.5 0.177
P -2.358 0.642 -0.551 1.1 -0.1 -1.4 0.204
P -0.318 -0.450 -0.670 -0.2 -0.6 0.9 0.204
H 1.346 2.977 2.374 0.2 0.9 2.5 0.357
H 0.612 1.736 1.224 -1.4 -1.7 0.3 0.037
H 1.688 2.916 0.574 0.2 0.4 0.4 0.255
H -0.016 -2.732 0.341 -1.5 0.6 -0.8 0.331
H -1.577 -2.619 -0.846 1.1 -0.1 0.6 0.348
H -1.560 -1.859 0.635 -1.8 0.6 2.9 0.408
```
Positions in Å, forces in eV/Å.

As for the HOMO-LUMO gap (spin up / spin down): 8.534 / 4.052 eV. The value obtained for the highest occupied orbital energy (spin up / spin down) is -13.52 / -11.64 eV. For the total energy, the calculation gives -48604.61966 eV. The largest force on an atom comes out at 3.8 eV Å⁻¹. The spin multiplicity is 1. Its LUMO energy (spin up / spin down) is -0.18317 / -0.27876 Eh. The net charge is +1. The relative energy (zero: lowest compared OMol25 entry of this formula, charge and spin) comes out at 385.2 kJ/mol.



Computed, not measured: a 2-piece molecular cluster, C2H6PS3 overall at a distorted geometry, with ωB97M-V/def2-TZVPD.

Structure (XYZ):
```
12
Properties=species:S:1:pos:R:3:forces:R:3:mulliken_charge:R:1
C 0.221 -0.129 1.231 -1.8 -1.2 -2.0 -0.588
C -0.044 -1.432 -0.803 -1.5 -3.1 -0.1 -0.550
P -0.135 0.285 -0.466 -1.2 1.4 2.1 0.443
S 0.090 -1.869 1.042 0.2 1.7 -1.0 0.151
S 1.010 1.914 -1.130 -0.7 -0.9 -0.3 -0.166
S -2.156 0.751 -0.953 0.3 -2.6 -1.1 -0.169
H 1.890 0.176 1.722 1.4 0.0 0.5 0.116
H 0.002 0.330 2.179 0.2 0.3 0.1 0.519
H -0.928 -2.012 -1.312 1.5 1.5 1.0 0.405
H 0.842 -1.746 -1.282 1.1 -0.4 -0.6 0.400
H 0.113 2.080 -2.147 0.5 0.1 0.3 0.246
H -1.846 1.853 -0.450 0.1 3.0 1.2 0.192
```
Positions in Å, forces in eV/Å.

As for the HOMO-LUMO gap (spin up / spin down): 6.457 / 7.696 eV. The value obtained for the highest occupied orbital energy (spin up / spin down) is -10.99 / -14.62 eV. For the total energy, the calculation gives -43953.51614 eV. The largest force on an atom comes out at 3.5 eV Å⁻¹. The spin multiplicity is 3. Its LUMO energy (spin up / spin down) is -0.16646 / -0.25454 Eh. The net charge is +1.



Computed, not measured: one molecule with the formula C2H6S at a distorted geometry, with ωB97M-V/def2-TZVPD.

Structure (XYZ):
```
9
Properties=species:S:1:pos:R:3:forces:R:3:mulliken_charge:R:1
C -1.246 0.306 0.509 -0.6 1.0 -0.2 -0.826
S -0.504 -0.750 -0.717 0.2 -0.2 -0.2 -0.050
C 1.219 -0.331 -0.544 1.0 -0.8 0.8 -0.849
H -1.432 1.289 0.085 -0.1 0.2 -0.3 0.278
H -0.697 0.551 1.418 0.1 -0.9 0.1 0.303
H -2.229 -0.123 0.691 0.0 0.0 0.4 0.276
H 1.626 -0.792 0.366 -0.3 0.3 0.2 0.281
H 1.792 -0.878 -1.292 -0.2 0.4 -0.5 0.295
H 1.470 0.729 -0.516 -0.2 0.0 -0.4 0.293
```
Positions in Å, forces in eV/Å.

As for the HOMO-LUMO gap: 9.565 eV. The value obtained for the highest occupied orbital energy is -8.42 eV. For the total energy, the calculation gives -13006.16209 eV. The largest force on an atom comes out at 1.5 eV Å⁻¹. The spin multiplicity is 1. Its LUMO energy is 0.04199 Eh. The relative energy (zero: lowest compared OMol25 entry of this formula, charge and spin) comes out at 22.3 kJ/mol.



Computed, not measured: one molecule with the formula C2H6S3 at a distorted geometry, with ωB97M-V/def2-TZVPD.

Structure (XYZ):
```
11
Properties=species:S:1:pos:R:3:forces:R:3:mulliken_charge:R:1
C 1.536 -0.051 0.100 -2.1 -1.4 -0.6 -1.299
C -0.058 0.026 0.228 0.9 -0.9 -1.2 0.104
S -0.734 -0.910 1.765 1.0 1.0 -1.4 -0.132
S -0.755 -0.766 -1.425 2.1 -2.6 2.3 -0.109
S -0.517 1.755 0.074 -1.3 -0.3 0.5 -0.157
H 1.977 0.463 0.947 0.3 0.1 -0.1 0.407
H 1.795 -1.149 0.109 0.0 1.2 0.0 0.346
H 1.739 0.366 -0.915 0.3 -0.1 1.1 0.392
H -1.729 -1.319 1.004 -0.6 -0.4 0.0 0.173
H -1.411 0.213 -1.840 -1.4 2.4 -0.8 0.139
H -1.843 1.372 -0.047 0.8 0.8 0.2 0.137
```
Positions in Å, forces in eV/Å.

As for the HOMO-LUMO gap: 9.552 eV. The value obtained for the highest occupied orbital energy is -9.09 eV. For the total energy, the calculation gives -34675.89818 eV. The largest force on an atom comes out at 4.1 eV Å⁻¹. The spin multiplicity is 1. Its LUMO energy is 0.01714 Eh. The relative energy (zero: lowest compared OMol25 entry of this formula, charge and spin) comes out at 54.0 kJ/mol.



Computed, not measured: a 2-piece molecular cluster, C2H6Se overall at a distorted geometry, with ωB97M-V/def2-TZVPD.

Structure (XYZ):
```
9
Properties=species:S:1:pos:R:3:forces:R:3:mulliken_charge:R:1
C 0.156 0.467 -1.456 0.6 3.9 2.5 -0.686
C 0.458 -0.309 1.399 1.5 0.7 1.2 -0.473
Se -1.014 -0.936 2.193 -0.2 1.4 1.1 0.075
H -0.054 1.614 -1.358 0.8 -1.6 -0.6 0.222
H -0.169 0.225 -0.405 0.3 -0.9 -1.7 -0.026
H 1.224 0.315 -1.650 -0.3 0.0 0.5 0.251
H 0.777 0.692 1.915 -1.2 -1.3 -0.9 0.199
H -0.382 0.184 -2.292 -1.5 -1.2 -1.2 0.312
H -0.996 -2.253 1.654 0.0 -1.0 -0.8 0.125
```
Positions in Å, forces in eV/Å.

As for the HOMO-LUMO gap: 8.228 eV. The value obtained for the highest occupied orbital energy is -8.66 eV. For the total energy, the calculation gives -67513.15091 eV. The largest force on an atom comes out at 4.6 eV Å⁻¹. The spin multiplicity is 1. Its LUMO energy is -0.01572 Eh. The relative energy (zero: lowest compared OMol25 entry of this formula, charge and spin) comes out at 341.3 kJ/mol.



Computed, not measured: one molecule with the formula C2H7BO3 at a distorted geometry, with ωB97M-V/def2-TZVPD.

Structure (XYZ):
```
13
Properties=species:S:1:pos:R:3:forces:R:3:mulliken_charge:R:1
B 1.431 0.063 0.417 0.5 0.3 0.3 0.353
C -1.179 0.779 -0.239 -1.8 -3.7 -0.1 -1.259
C -0.170 -0.448 0.168 -1.0 3.0 -1.5 0.620
O -0.248 -1.157 -1.090 1.1 -2.0 1.5 -0.564
O 1.847 0.943 -0.547 1.9 1.0 0.7 -0.516
O -0.737 -1.150 1.219 0.6 -0.6 0.1 -0.522
H -1.509 0.679 -1.292 1.1 0.4 0.4 0.331
H -2.206 0.722 0.240 1.3 -0.4 0.3 0.369
H -0.794 1.662 0.052 1.3 3.3 0.4 0.296
H 2.348 -0.171 1.312 -1.8 -0.1 -1.0 -0.082
H 0.107 -2.035 -0.810 -0.3 0.5 -0.9 0.312
H 2.764 1.391 -0.388 -2.6 -1.6 -0.3 0.338
H -1.654 -1.279 0.958 -0.2 -0.1 0.2 0.324
```
Positions in Å, forces in eV/Å.

As for the HOMO-LUMO gap: 10.421 eV. The value obtained for the highest occupied orbital energy is -9.91 eV. For the total energy, the calculation gives -9005.96400 eV. The largest force on an atom comes out at 4.1 eV Å⁻¹. The spin multiplicity is 1. Its LUMO energy is 0.01868 Eh. The relative energy (zero: lowest compared OMol25 entry of this formula, charge and spin) comes out at 407.4 kJ/mol.



Computed, not measured: a 2-piece molecular cluster, C2H7Br2N2 overall at a distorted geometry, with ωB97M-V/def2-TZVPD.

Structure (XYZ):
```
13
Properties=species:S:1:pos:R:3:forces:R:3:mulliken_charge:R:1
C 0.481 0.741 0.271 0.7 -0.2 5.3 -0.371
C 0.687 -0.541 -0.493 -1.4 0.1 -1.6 -0.291
N -0.929 1.166 0.246 0.4 1.5 -0.3 -0.529
N -0.695 -1.210 -0.347 0.8 3.8 0.8 -0.298
Br 1.905 1.964 -0.004 -0.2 0.3 -0.5 0.037
Br 1.964 -1.746 0.127 1.0 -0.5 0.5 0.073
H 0.896 0.357 1.966 -1.4 0.5 -3.9 0.334
H 0.991 -0.366 -1.582 -1.0 -0.1 1.3 0.363
H -1.322 1.642 1.090 1.0 -0.7 -0.7 0.284
H -1.038 1.858 -0.516 -0.1 -0.4 0.3 0.310
H -0.637 -1.732 0.476 -0.1 -1.2 1.9 0.383
H -0.904 -1.804 -1.055 -0.9 -2.2 -3.0 0.257
H -1.399 -0.328 -0.178 1.2 -1.0 -0.2 0.447
```
Positions in Å, forces in eV/Å.

As for the HOMO-LUMO gap: 9.455 eV. The value obtained for the highest occupied orbital energy is -13.88 eV. For the total energy, the calculation gives -145242.71242 eV. The largest force on an atom comes out at 5.3 eV Å⁻¹. The spin multiplicity is 1. Its LUMO energy is -0.16243 Eh. The net charge is +1. The relative energy (zero: lowest compared OMol25 entry of this formula, charge and spin) comes out at 234.8 kJ/mol.



Which value of spin multiplicity does entry 4 give? 1



What is the formula in the first record? C2H6OS2



Which formula does entry 2 have? C2H6OS2